1.
A structure of composition C19H18LaNOS at a distorted geometry. Source: the OMol25 dataset; level of theory: ωB97M-V/def2-TZVPD.

For the molar mass, the calculation gives 447.33 g/mol. For the energy above the lowest of the compared OMol25 structures with the same formula, charge and spin, the calculation gives 309.4 kcal/mol. The HOMO-LUMO gap (spin up / spin down) is 0.197 / 0.220 Ha.

Structure (XYZ):
```
41
Properties=species:S:1:pos:R:3:forces:R:3:lowdin_charge:R:1
C -1.52585 0.75790 3.20456 3.798 2.424 3.288 -0.33
C -0.85476 -0.65444 3.44473 2.246 1.756 2.569 -0.27
C 0.43344 -0.55714 2.93275 0.597 1.874 1.022 -0.18
H -1.39217 -1.50592 3.84972 1.948 -0.029 1.370 0.10
C 0.66146 0.77548 2.45677 0.945 -0.122 1.486 -0.27
C -0.52931 1.54629 2.59629 0.371 0.132 2.519 -0.25
H -0.68939 2.55649 2.31397 0.015 0.747 -0.085 0.10
H -2.54209 1.01655 3.44851 1.053 2.186 1.590 0.10
H 1.10479 -1.37895 2.90648 0.550 -0.437 -0.051 0.12
H 1.56251 1.12348 1.98652 0.192 0.047 0.058 0.09
C -2.06855 -2.09620 -0.20661 -2.103 0.062 -1.069 -0.20
C -2.64275 -2.10656 1.06683 -1.920 0.312 -3.350 -0.18
C -3.43956 -0.80215 1.13470 -2.971 -2.183 -4.000 -0.41
H -2.54478 -2.80107 1.87880 -0.114 -0.445 -0.247 0.11
C -3.23959 -0.07427 -0.04903 -1.433 -1.865 -0.178 -0.23
C -2.43127 -0.88672 -0.88658 -0.741 -1.695 -1.214 -0.27
H -2.06244 -0.58140 -1.84821 0.040 -0.123 -0.309 0.10
H -1.40574 -2.84899 -0.56214 0.433 -0.257 -0.323 0.11
H -4.02670 -0.46563 2.05879 -2.842 -0.677 -3.584 0.08
H -3.63923 0.88228 -0.20944 -0.571 0.993 -0.502 0.10
La -0.92374 -0.07172 0.82494 -1.986 1.944 -0.836 1.89
O 0.57054 -0.79846 -0.21900 -2.584 -2.530 -2.211 -0.43
C 1.82018 -0.54946 -0.21528 4.913 -0.156 -0.739 -0.44
C 2.11954 0.74027 -0.87442 0.070 0.401 1.914 -0.01
H 2.24606 -0.58738 0.79240 0.499 0.096 0.151 0.11
H 2.17889 -1.38836 -0.76885 2.082 -0.496 -0.636 0.12
H 2.08200 1.62088 -0.23493 0.375 0.058 -0.073 0.11
H 4.00908 2.33594 -1.80550 -0.070 -0.080 -0.154 0.11
C 3.50279 1.77626 -2.59048 -0.679 -0.106 0.434 -0.03
C 2.45870 0.87996 -2.20630 0.772 0.470 -3.039 -0.24
C 1.82173 0.15860 -3.26919 0.345 0.002 1.017 -0.02
H 1.01164 -0.52626 -3.02647 0.126 0.096 0.007 0.11
C 2.20825 0.32781 -4.58064 0.192 0.095 -0.305 -0.09
H 1.70265 -0.23361 -5.36214 0.059 0.097 0.101 0.10
C 3.23954 1.20718 -4.91656 -0.025 0.004 0.218 -0.09
H 3.53789 1.33012 -5.95256 -0.035 -0.012 0.116 0.10
C 3.88267 1.92765 -3.90722 -0.066 -0.082 -0.344 -0.09
H 4.68528 2.61416 -4.15891 -0.069 -0.091 0.022 0.10
S -2.62442 -0.64492 2.69702 0.615 -1.489 0.283 0.78
C -3.68832 -0.91114 3.69667 -6.726 -1.457 7.326 -0.62
N -4.56897 -1.10656 4.56003 2.700 0.535 -2.244 0.11
```
Positions in Å, forces in eV/Å.

=====

2.
A structure of composition C19H18LiN13O3. Source: the OMol25 dataset; level of theory: ωB97M-V/def2-TZVPD.

For the molar mass, the calculation gives 483.38 g/mol. For the energy above the lowest of the compared OMol25 structures with the same formula, charge and spin, the calculation gives 17.5 kcal/mol. The HOMO-LUMO gap is 0.270 Ha.

Structure (XYZ):
```
54
Properties=species:S:1:pos:R:3:forces:R:3:lowdin_charge:R:1
Li 0.34550 0.46645 -0.89198 -0.153 -0.157 -0.051 0.56
N 0.29311 -2.89071 2.08428 -0.137 -0.007 0.128 0.13
C 0.33122 -2.24113 0.90539 0.155 -0.015 -0.121 -0.18
N -0.23423 -1.11617 0.64905 -0.385 0.434 0.288 0.11
C -0.96280 -0.48722 1.67778 0.308 -0.364 -0.010 -0.28
N -1.62227 0.59642 1.48986 -0.070 0.169 -0.298 0.09
N -1.37967 1.18522 0.27165 0.210 -0.395 0.140 -0.02
C -2.33892 1.49780 -0.48247 -0.012 0.210 -0.313 -0.10
C -1.98700 2.17655 -1.76185 0.054 -0.182 0.277 -0.27
C -2.96619 2.81188 -2.50686 -0.086 0.060 -0.087 -0.02
C -2.60265 3.46195 -3.67482 -0.073 0.017 -0.016 -0.06
C -1.27342 3.45486 -4.05596 0.038 0.017 -0.018 -0.06
C -0.36294 2.78156 -3.25288 -0.042 -0.083 0.110 -0.13
N -0.69751 2.14692 -2.13455 -0.174 -0.056 -0.068 0.09
C -0.96059 -1.09316 3.02104 -0.082 0.066 -0.169 -0.09
C -1.55361 -0.47883 4.12334 -0.052 0.037 0.051 -0.01
C -1.51805 -1.08112 5.36349 0.038 -0.049 -0.029 -0.07
C -0.88232 -2.31520 5.51805 -0.020 0.028 0.019 -0.07
C -0.28341 -2.93457 4.44143 -0.009 -0.007 0.034 -0.02
C -0.32356 -2.31494 3.19502 0.144 -0.143 -0.083 -0.18
H 0.80662 -3.74947 2.18959 0.044 0.053 -0.008 0.15
H 0.91588 -2.72701 0.13040 -0.075 0.041 0.047 0.12
H -3.38395 1.28344 -0.25393 0.021 0.092 0.024 0.13
H -3.99460 2.79656 -2.16963 0.014 -0.005 -0.008 0.12
H -3.34752 3.96759 -4.27613 0.013 -0.005 0.008 0.11
H -0.94264 3.95271 -4.95678 0.007 -0.003 0.002 0.10
H 0.68683 2.74705 -3.52544 -0.006 -0.010 0.000 0.11
H -2.03682 0.47774 3.97695 0.008 -0.019 -0.003 0.11
H -1.97608 -0.59601 6.21503 0.009 -0.018 -0.006 0.10
H -0.84918 -2.78936 6.49014 -0.002 0.009 0.000 0.11
H 0.22208 -3.88640 4.55798 -0.009 0.029 -0.005 0.11
N 2.25663 -0.26860 -1.93938 0.071 -0.014 -0.094 0.03
N 2.07617 -1.00218 -3.10847 -0.110 0.073 -0.015 -0.02
C 0.82682 -1.35591 -3.49520 0.148 0.199 0.325 -0.39
N 0.74158 -2.05573 -4.62885 -0.183 -0.053 -0.042 0.19
N -0.15576 -0.95181 -2.68366 -0.147 -0.230 -0.562 0.12
N -1.44693 -1.29111 -3.02833 0.205 -0.264 0.205 -0.42
O -1.72799 -1.94503 -4.04046 0.131 0.122 -0.046 0.01
O -2.28887 -0.93342 -2.24091 -0.141 0.240 0.104 0.06
H 2.66830 0.63594 -2.13312 0.004 -0.004 -0.010 0.10
H 2.82806 -0.77160 -1.26165 -0.193 -0.010 0.062 0.05
H 2.86663 -1.31897 -3.64874 -0.023 0.003 0.045 0.15
H 1.56529 -2.29956 -5.14692 0.009 0.004 0.011 0.11
H -0.18667 -2.32581 -4.92589 0.071 -0.008 -0.005 0.09
N 1.66418 2.53734 2.07407 0.150 -0.001 -0.128 0.18
C 2.03147 1.42615 1.38455 -0.172 -0.358 0.095 -0.54
O 1.55948 1.19615 0.25768 0.286 0.611 -0.074 -0.14
C 2.93154 0.49337 1.98781 0.274 -0.403 0.338 -0.21
C 3.14582 -0.71588 1.28499 -0.018 0.534 0.205 -0.23
N 3.25723 -1.67299 0.64027 0.117 -0.076 0.010 0.12
C 3.47219 0.71607 3.28031 -0.154 -0.070 -0.259 -0.26
N 3.85699 0.97517 4.33924 0.020 -0.008 -0.022 0.11
H 1.97748 2.70456 3.01365 -0.002 -0.030 0.006 0.09
H 0.95903 3.12045 1.66181 -0.017 -0.001 0.019 0.11
```
Positions in Å, forces in eV/Å.

=====

3.
A cluster of 2 separate species, C19H18N2O3 in total at a distorted geometry. Source: the OMol25 dataset; level of theory: ωB97M-V/def2-TZVPD.

For the molar mass, the calculation gives 322.36 g/mol. For the energy above the lowest of the compared OMol25 structures with the same formula, charge and spin, the calculation gives 91.2 kcal/mol. The HOMO-LUMO gap is 0.231 Ha.

Structure (XYZ):
```
42
Properties=species:S:1:pos:R:3:forces:R:3:lowdin_charge:R:1
C 1.96679 0.00019 -4.87428 0.113 0.361 -0.240 -0.06
C 1.32092 -0.79561 -3.79654 -0.645 -0.425 1.015 -0.21
C 0.69436 -0.27900 -2.68334 0.868 0.905 -1.574 -0.09
N 0.15620 -0.94965 -1.66334 -0.556 -0.461 1.119 0.09
C 0.18003 -2.32382 -1.69347 0.226 -0.401 -0.735 -0.51
O -0.23900 -3.10805 -0.83844 -0.275 0.780 0.269 0.00
N 0.72764 -2.89251 -2.84687 -0.098 0.252 0.473 0.19
C 1.34081 -2.24431 -3.90940 0.466 -0.933 -0.778 -0.43
O 1.82623 -2.93368 -4.82308 -0.497 1.069 0.938 0.02
H 2.37084 -0.71086 -5.61245 -0.115 0.427 0.204 0.08
H 1.23251 0.66279 -5.36411 0.406 -0.169 0.054 0.08
H 2.78962 0.61028 -4.46262 -0.272 -0.159 -0.337 0.08
H 0.61786 0.81581 -2.60512 0.070 -0.366 0.044 0.13
H 0.74183 -3.90889 -2.85058 0.010 0.317 -0.060 0.16
C 2.70856 0.46571 5.56753 -0.161 -0.497 -0.505 -0.05
O 2.39067 -0.62834 4.65583 -0.314 0.779 -0.443 -0.08
C 1.65690 -0.39980 3.52585 -0.496 -0.047 -0.141 -0.24
C 1.37298 -1.53449 2.70673 0.725 0.735 1.189 0.02
C 0.58174 -1.41335 1.60472 -0.519 -0.225 -0.567 0.00
C 0.07114 -0.16022 1.17229 0.405 0.230 1.034 -0.19
C -0.88118 -0.16759 0.09970 -0.439 -3.028 -0.092 0.05
C -1.87064 0.87049 -0.09324 -1.907 1.024 -0.274 -0.17
C -2.71834 0.74668 -1.22761 0.836 -0.730 0.220 -0.03
C -3.77113 1.59944 -1.45126 -0.794 0.883 -0.099 -0.08
C -4.08653 2.62456 -0.54051 0.929 -0.401 0.266 -0.06
C -3.34038 2.71010 0.64868 -0.417 -0.124 -0.625 -0.07
C -2.30147 1.81750 0.90401 0.351 -0.590 -0.525 -0.02
C 0.35507 0.97018 1.99133 0.130 -0.457 -0.059 -0.02
C 1.09070 0.84837 3.16557 0.585 -0.409 0.493 -0.01
H 3.41961 0.00631 6.26036 -0.177 0.278 -0.123 0.09
H 3.17735 1.31561 5.04344 -0.164 -0.399 0.122 0.09
H 1.81697 0.80760 6.11901 0.241 -0.185 -0.299 0.10
H 1.78423 -2.49054 3.01200 -0.128 0.052 -0.021 0.12
H 0.26888 -2.32427 1.06712 0.364 0.617 0.055 0.11
H -1.26304 -1.20568 -0.17946 0.416 1.636 0.969 0.14
H -2.55355 -0.12266 -1.89259 0.089 0.806 0.231 0.13
H -4.37871 1.49552 -2.35394 0.196 -0.089 0.324 0.11
H -4.90088 3.32217 -0.72598 0.170 -0.210 -0.018 0.11
H -3.59667 3.47494 1.38443 0.043 -0.384 -0.092 0.11
H -1.92753 1.77333 1.92926 0.072 0.128 -0.592 0.10
H -0.06417 1.95060 1.79087 0.365 -0.238 -0.282 0.10
H 1.23276 1.70517 3.83950 -0.100 -0.353 -0.536 0.11
```
Positions in Å, forces in eV/Å.

=====

4.
The molecule C19H18N2O4. Source: the OMol25 dataset; level of theory: ωB97M-V/def2-TZVPD.

For the molar mass, the calculation gives 338.36 g/mol. For the energy above the lowest of the compared OMol25 structures with the same formula, charge and spin, the calculation gives 13.5 kcal/mol. The HOMO-LUMO gap is 0.318 Ha.

Structure (XYZ):
```
43
Properties=species:S:1:pos:R:3:forces:R:3:lowdin_charge:R:1
C -4.81933 -1.73745 0.68646 -0.013 0.042 0.073 -0.03
C -3.66175 -0.83180 0.39502 0.231 -0.137 -0.428 -0.13
C -2.86104 -0.93634 -0.69570 -0.388 0.003 0.457 -0.15
C -3.06199 -1.99719 -1.73282 -0.068 0.057 0.162 -0.02
C -1.77920 0.00365 -0.87644 0.189 0.438 0.261 -0.10
C -0.92324 -0.00057 -1.98397 -0.083 0.100 0.291 -0.01
C 0.09231 0.91368 -2.07520 0.154 0.248 0.012 0.00
C 0.29787 1.87947 -1.08128 -0.431 -0.438 -0.177 -0.23
O 1.35531 2.72512 -1.33766 -0.260 0.024 -0.093 -0.04
C 2.24393 3.08026 -0.29773 0.205 0.208 0.295 -0.09
C 2.69961 1.88714 0.54812 -0.180 0.205 -0.321 -0.44
O 2.88243 1.97934 1.74002 0.063 0.070 0.252 0.09
N 2.87195 0.76542 -0.19586 0.093 0.027 -0.372 0.16
C 3.19055 -0.52456 0.21707 0.108 -0.341 0.235 -0.28
C 3.49395 -0.86311 1.53428 -0.003 0.053 0.088 0.01
C 3.79524 -2.18596 1.80156 -0.048 -0.021 -0.259 -0.06
C 3.78604 -3.11171 0.76715 0.006 -0.001 0.073 -0.08
C 3.46898 -2.66421 -0.50440 0.068 -0.213 0.132 -0.15
N 3.17741 -1.40489 -0.77807 -0.089 0.382 -0.188 0.12
C -0.55740 1.95092 0.01495 0.019 0.056 0.083 -0.09
C -0.47841 3.00733 1.07739 -0.014 0.033 0.037 0.00
C -1.57914 0.98927 0.09983 0.392 -0.309 -0.814 -0.13
O -2.38930 1.06643 1.18090 0.119 0.189 0.124 0.12
C -3.43394 0.21598 1.38647 -0.406 -0.030 0.417 -0.40
O -4.10205 0.38697 2.37872 0.285 0.013 -0.310 0.11
H -4.48956 -2.76907 0.80003 -0.042 -0.092 -0.003 0.09
H -5.28597 -1.41620 1.61431 -0.050 -0.089 -0.047 0.08
H -5.55928 -1.69462 -0.11117 -0.076 -0.058 -0.032 0.09
H -3.87429 -2.66262 -1.46353 -0.034 -0.059 -0.032 0.07
H -2.15277 -2.58556 -1.84592 0.051 -0.061 -0.069 0.09
H -3.29250 -1.53980 -2.69408 0.006 -0.019 -0.111 0.10
H -1.05087 -0.73046 -2.76536 -0.019 -0.104 -0.089 0.11
H 0.75795 0.91351 -2.92456 0.096 -0.011 -0.084 0.12
H 3.11912 3.49792 -0.80863 -0.101 -0.041 0.124 0.14
H 1.84192 3.84780 0.36879 0.055 -0.210 -0.057 0.12
H 2.68994 0.82285 -1.19150 -0.028 0.021 0.187 0.14
H 3.48968 -0.11170 2.30498 0.000 0.040 0.013 0.10
H 4.03706 -2.49118 2.80883 0.013 -0.006 0.075 0.11
H 4.01899 -4.14958 0.94373 0.014 -0.096 -0.014 0.10
H 3.44510 -3.33764 -1.35097 0.025 -0.125 -0.003 0.10
H -1.39849 3.00791 1.65439 0.050 0.095 0.021 0.09
H -0.35030 3.98988 0.62746 0.044 0.071 0.023 0.09
H 0.34549 2.81540 1.76439 0.043 0.086 0.065 0.09
```
Positions in Å, forces in eV/Å.

=====

5.
The molecule C19H18N4O2. Source: the OMol25 dataset; level of theory: ωB97M-V/def2-TZVPD.

For the molar mass, the calculation gives 334.38 g/mol. For the energy above the lowest of the compared OMol25 structures with the same formula, charge and spin, the calculation gives 0.0 kcal/mol. The HOMO-LUMO gap is 0.303 Ha.

Structure (XYZ):
```
43
Properties=species:S:1:pos:R:3:forces:R:3:lowdin_charge:R:1
N 4.40585 0.72894 -5.13364 0.041 0.203 -0.288 0.15
C 4.27095 0.08033 -4.19711 0.073 0.344 -0.482 -0.21
C 4.10215 -0.71692 -3.04310 -0.031 -0.528 0.667 -0.24
C 4.95817 -1.80996 -2.83893 -0.109 0.124 -0.034 -0.04
C 4.79919 -2.61774 -1.73349 -0.113 0.001 0.133 -0.01
C 3.78842 -2.30367 -0.83908 0.059 0.393 -0.507 -0.19
N 3.41998 -2.95319 0.31247 -0.017 -0.280 0.316 0.17
C 2.36774 -2.30093 0.86928 -0.435 0.323 0.166 -0.30
O 1.81567 -2.73478 1.98998 0.334 -0.167 -0.153 0.10
C 2.02201 -1.19158 0.10669 0.054 -0.272 0.196 -0.05
C 0.97099 -0.29631 0.52649 -0.051 0.131 -0.058 -0.19
C 0.67340 0.92978 -0.08128 -0.037 -0.054 0.035 0.02
C -0.33196 1.71493 0.44138 0.033 -0.205 0.258 -0.02
C -1.05148 1.28568 1.55765 0.223 -0.029 0.005 -0.20
C -2.16601 2.10505 2.16134 -0.153 -0.037 0.030 -0.15
N -3.50118 1.92328 1.62712 0.026 0.069 0.027 -0.17
C -4.11776 0.62319 1.80275 -0.049 -0.163 -0.242 -0.15
C -3.84701 -0.34053 0.63902 0.050 -0.068 0.300 -0.19
O -4.22853 0.23512 -0.59226 -0.174 0.028 -0.016 -0.13
C -3.52310 1.43632 -0.82253 0.092 0.284 0.017 -0.19
C -3.77524 2.44862 0.30404 -0.105 -0.198 -0.216 -0.15
C -0.67835 0.06301 2.09842 -0.249 0.478 0.062 -0.08
N 0.28543 -0.69553 1.61269 0.170 -0.238 -0.041 0.09
C 2.92466 -1.18763 -1.01214 0.212 -0.270 0.048 -0.09
C 3.08740 -0.40003 -2.14471 0.111 -0.092 -0.004 0.04
H 5.73358 -2.01293 -3.56088 0.047 -0.023 -0.048 0.12
H 5.43793 -3.47196 -1.57114 0.093 -0.088 0.003 0.11
H 3.84742 -3.77968 0.69533 -0.063 0.051 0.000 0.17
H 1.06548 -2.08633 2.16324 0.057 0.022 -0.163 0.09
H 1.24020 1.27085 -0.93004 0.064 0.017 -0.074 0.10
H -0.55574 2.67386 -0.00684 -0.015 0.081 -0.041 0.12
H -2.22632 1.88008 3.23179 0.085 0.089 -0.038 0.12
H -1.92795 3.16788 2.05227 0.049 -0.062 0.102 0.13
H -3.77699 0.18329 2.74094 -0.046 -0.025 0.066 0.12
H -5.20040 0.78649 1.86407 0.017 -0.134 0.047 0.13
H -4.44307 -1.24837 0.74618 0.063 0.007 0.055 0.13
H -2.78080 -0.61373 0.60576 -0.150 -0.015 -0.023 0.11
H -3.89001 1.82457 -1.77425 0.079 0.036 0.029 0.13
H -2.44821 1.21814 -0.91265 -0.151 0.023 -0.054 0.11
H -3.18308 3.35008 0.14110 -0.014 0.068 -0.022 0.12
H -4.83753 2.72270 0.28480 0.064 0.047 -0.133 0.13
H -1.17320 -0.33040 2.97870 -0.106 0.073 0.091 0.13
H 2.44729 0.44001 -2.35942 -0.030 0.055 -0.010 0.11
```
Positions in Å, forces in eV/Å.